Entry 1:
Computed, not measured: the molecule C10H16N2O3 in a non-equilibrium geometry, with wB97M-V/def2-TZVPD.

XYZ file:
```
31
Properties=species:S:1:pos:R:3:forces:R:3
O -0.507 3.070 -2.081 0.31 -1.08 0.92
C -0.084 1.975 -1.757 -3.22 -0.11 -1.09
O 1.119 1.588 -1.980 1.91 -0.42 1.14
C -1.210 0.672 -1.547 1.80 2.16 0.22
C -2.566 1.197 -1.420 -2.51 1.39 0.40
C -2.851 1.229 0.083 -0.76 -1.24 0.90
C -2.234 -0.123 0.498 -0.57 1.11 0.13
N -1.048 -0.141 -0.322 2.04 -0.05 -1.44
C 0.103 -0.771 -0.219 2.99 -0.88 2.35
O 1.026 -0.701 -1.075 -1.35 0.00 0.51
C 0.573 -1.513 1.150 0.04 1.50 -1.96
C 0.895 -0.594 2.403 0.46 -2.12 -1.17
C 2.246 -1.160 2.948 0.24 0.75 -2.67
C 2.538 -2.431 2.021 2.79 1.75 0.30
N 1.764 -2.262 0.803 -0.38 -0.56 0.82
H 1.309 0.711 -1.470 -0.53 0.54 -1.23
H -1.022 0.281 -2.540 0.07 -1.31 0.28
H -2.491 2.240 -1.696 -0.64 0.16 -0.98
H -3.382 0.603 -1.946 1.16 0.87 0.39
H -3.895 1.235 0.465 0.36 0.06 -0.91
H -2.388 2.052 0.638 0.39 -0.12 -0.43
H -2.817 -0.930 0.079 -0.75 -0.34 0.65
H -2.170 -0.089 1.592 0.76 -0.78 -0.35
H -0.248 -2.128 1.388 -0.90 -1.19 0.58
H 1.089 0.423 2.106 -0.90 0.52 0.30
H 0.074 -0.892 3.019 -0.53 1.18 0.98
H 2.160 -1.504 3.987 0.67 0.91 -0.18
H 2.930 -0.293 2.570 -0.34 -1.81 1.88
H 3.705 -2.491 1.758 -2.60 0.05 0.53
H 2.335 -3.273 2.666 -0.50 -0.77 -0.50
H 2.243 -1.657 0.158 0.47 -0.15 -0.36
```
Forces are in eV/Å.

Results
* HOMO level: -9.176 eV
* total charge: 0
* maximum force: 3.90 eV/A
* LUMO level: 0.0192 Ha
* SMILES: O=C(O)[C@@H]1CCCN1C(=O)[C@@H]1CCCN1

Here is what Mulliken gives for the atomic charges, in e: number 1, O, carries -0.6003; number 2, C, carries 0.4888; number 3, O, carries -0.5236; number 4, C, carries -0.1639; number 5, C, carries -0.6256; number 6, C, carries -0.8330; number 7, C, carries -0.5882; number 8, N, carries 0.2606; number 9, C, carries 0.5303; number 10, O, carries -0.8391; number 11, C, carries -0.0316; number 12, C, carries -0.8370; number 13, C, carries -0.5120; number 14, C, carries -0.7126; number 15, N, carries -0.5375; number 16, H, carries 0.4391; number 17, H, carries 0.2905; number 18, H, carries 0.3680; number 19, H, carries 0.3035; number 20, H, carries 0.3978; number 21, H, carries 0.3179; number 22, H, carries 0.3281; number 23, H, carries 0.3457; number 24, H, carries 0.4709; number 25, H, carries 0.3463; number 26, H, carries 0.3849; number 27, H, carries 0.3481; number 28, H, carries 0.2324; number 29, H, carries 0.2973; number 30, H, carries 0.3294; number 31, H, carries 0.3248



Entry 2:
Computed, not measured: the ion C10H16N3O with charge +1 in a non-equilibrium geometry, with wB97M-V/def2-TZVPD.

XYZ file:
```
30
Properties=species:S:1:pos:R:3:forces:R:3
C 3.990 -8.748 4.764 0.84 0.22 0.57
C 3.952 -7.358 4.240 1.14 1.15 -0.68
O 4.909 -6.607 4.004 -1.96 -1.94 0.92
N 2.629 -7.004 3.951 -0.19 0.66 -2.03
C 2.324 -5.847 3.214 -0.39 -0.64 1.21
C 0.991 -5.748 2.786 -0.26 1.22 0.01
C 0.542 -4.493 2.372 -0.13 -0.54 -0.22
N 1.330 -3.362 2.281 -0.44 -2.03 -0.86
C 0.805 -2.270 1.138 0.31 2.08 0.47
N 0.492 -0.964 1.678 0.25 -1.92 -0.54
C 1.496 0.071 1.525 0.56 0.06 -0.19
C -0.842 -0.452 1.976 -0.34 0.02 0.13
C 2.641 -3.536 2.640 0.10 -0.36 -0.38
C 3.189 -4.746 3.063 -0.66 0.72 -0.02
H 3.515 -9.408 4.051 -0.01 -0.30 -0.14
H 5.043 -8.953 4.853 0.28 -0.63 0.16
H 3.501 -8.859 5.742 0.10 0.18 -0.31
H 1.998 -7.804 3.745 0.62 0.91 0.61
H 0.332 -6.639 2.877 0.29 1.06 -0.18
H -0.511 -4.401 2.075 0.59 0.23 0.04
H -0.037 -2.784 0.575 1.00 0.49 1.13
H 1.714 -2.175 0.462 -1.15 -0.33 0.90
H 1.129 0.981 2.031 0.55 -0.47 -0.21
H 2.458 -0.252 1.962 -0.35 0.34 -0.11
H 1.660 0.310 0.463 0.06 0.10 0.20
H -0.680 0.578 2.357 -0.43 -0.81 -0.04
H -1.487 -0.352 1.089 0.15 -0.15 0.10
H -1.383 -1.037 2.744 0.36 0.22 -0.35
H 3.318 -2.693 2.572 -0.31 0.17 -0.22
H 4.248 -4.842 3.304 -0.58 0.28 0.00
```
Forces are in eV/Å.

Results
* HOMO level: -12.183 eV
* total charge: +1
* maximum force: 2.90 eV/A
* LUMO level: -0.1463 Ha
* SMILES: CC(=O)Nc1cc[n+](CN(C)C)cc1

Here is what Mulliken gives for the atomic charges, in e: number 1, C, carries -1.2544; number 2, C, carries 0.7783; number 3, O, carries -0.5854; number 4, N, carries -0.1952; number 5, C, carries 0.8136; number 6, C, carries -0.7337; number 7, C, carries -0.2841; number 8, N, carries 0.0632; number 9, C, carries -0.8661; number 10, N, carries 0.1984; number 11, C, carries -0.8904; number 12, C, carries -0.8688; number 13, C, carries -0.2109; number 14, C, carries -0.6496; number 15, H, carries 0.3825; number 16, H, carries 0.3610; number 17, H, carries 0.3174; number 18, H, carries 0.2853; number 19, H, carries 0.2885; number 20, H, carries 0.3964; number 21, H, carries 0.4800; number 22, H, carries 0.4205; number 23, H, carries 0.3143; number 24, H, carries 0.2429; number 25, H, carries 0.3406; number 26, H, carries 0.2679; number 27, H, carries 0.3310; number 28, H, carries 0.3070; number 29, H, carries 0.3859; number 30, H, carries 0.5640



Entry 3:
Computed, not measured: a cluster of 2 separate species, C10H16N4 in total in a non-equilibrium geometry, with wB97M-V/def2-TZVPD.

XYZ file:
```
30
Properties=species:S:1:pos:R:3:forces:R:3
C 2.492 -1.801 0.923 -2.14 1.40 -0.39
C 2.345 1.659 -0.234 -2.11 -0.55 -2.06
C 1.460 1.539 -2.132 0.28 0.58 0.22
C 1.489 1.848 -3.563 -0.83 -2.38 -2.41
C 0.852 0.636 2.243 -1.16 1.60 0.75
C -1.113 -1.505 1.830 -0.07 3.11 -1.13
C -1.850 0.123 -0.020 1.95 -2.71 2.19
C -0.347 -1.862 -0.478 0.96 2.00 -0.95
C 0.522 0.229 0.841 0.70 -0.79 0.05
C -0.625 -0.744 0.555 -1.63 -0.10 -0.28
N 3.490 -2.251 1.261 1.76 -0.79 0.58
N 2.519 2.061 -1.437 0.50 -0.17 1.03
N 0.619 0.873 -1.382 -0.01 -0.27 -2.82
N 1.157 0.885 -0.161 0.05 0.45 1.17
H 3.024 1.864 0.476 1.83 0.24 2.99
H 0.584 1.442 -4.038 -0.20 0.76 0.12
H 1.739 2.848 -3.902 -0.30 0.21 0.65
H 2.216 1.195 -4.130 -0.11 0.52 1.13
H 1.259 1.750 2.329 -0.37 -2.71 -0.24
H 1.479 -0.211 2.599 -0.03 0.91 0.21
H -0.133 0.641 2.862 1.67 -0.14 -1.08
H -0.274 -1.956 2.210 2.16 -0.92 1.63
H -1.620 -0.804 2.526 0.05 -0.99 -0.24
H -1.639 -2.319 1.435 -1.71 -0.78 -0.06
H -1.492 0.853 -0.602 0.92 2.14 -3.03
H -2.260 0.623 0.764 -1.57 1.27 2.53
H -2.538 -0.565 -0.405 -0.95 -0.71 -0.94
H 0.664 -2.076 -0.312 1.88 -0.24 -0.40
H -0.745 -2.822 -0.330 -1.56 -0.85 0.59
H -0.508 -1.529 -1.506 0.06 -0.08 0.18
```
Forces are in eV/Å.

Results
* HOMO level: -8.705 eV
* total charge: 0
* maximum force: 4.00 eV/A
* LUMO level: -0.0709 Ha

Here is what Mulliken gives for the atomic charges, in e: number 1, C, carries -0.0068; number 2, C, carries -0.0115; number 3, C, carries 0.4028; number 4, C, carries -1.1753; number 5, C, carries -1.2487; number 6, C, carries -2.0860; number 7, C, carries -1.9023; number 8, C, carries -1.6312; number 9, C, carries 0.0384; number 10, C, carries 2.1553; number 11, N, carries -0.6574; number 12, N, carries -0.5138; number 13, N, carries -0.8222; number 14, N, carries 0.8919; number 15, H, carries 0.5500; number 16, H, carries 0.3437; number 17, H, carries 0.3252; number 18, H, carries 0.2663; number 19, H, carries 0.4227; number 20, H, carries 0.2740; number 21, H, carries 0.3092; number 22, H, carries 0.5604; number 23, H, carries 0.3755; number 24, H, carries 0.5084; number 25, H, carries 0.4924; number 26, H, carries 0.4991; number 27, H, carries 0.4712; number 28, H, carries 0.3101; number 29, H, carries 0.5280; number 30, H, carries 0.3307



Entry 4:
Computed, not measured: a structure of composition C10H16N4OPtS in a non-equilibrium geometry, with wB97M-V/def2-TZVPD.

XYZ file:
```
33
Properties=species:S:1:pos:R:3:forces:R:3
Pt -0.967 0.207 -0.698 -0.08 -0.34 -1.07
C 0.243 -1.797 2.822 0.03 -0.02 0.00
C 0.074 -1.213 1.465 0.15 0.12 -0.19
N -1.038 -0.826 0.934 -0.04 -0.01 0.45
N -2.263 -0.920 1.559 -0.04 0.08 -0.25
C -3.362 -0.443 0.911 0.12 -0.08 0.02
N -4.535 -0.622 1.486 0.01 0.02 -0.01
S -3.241 0.360 -0.600 0.03 0.15 0.58
C 1.249 -1.036 0.561 -0.23 -0.16 -0.12
C 2.518 -1.460 0.884 -0.01 -0.01 -0.04
C 3.520 -1.375 -0.083 0.01 0.01 -0.01
C 3.211 -0.897 -1.340 0.02 -0.05 0.01
C 1.916 -0.457 -1.593 0.00 0.02 0.03
N 0.969 -0.509 -0.667 0.12 0.31 0.72
H -0.655 -1.796 3.432 -0.03 0.01 -0.04
H 0.996 -1.217 3.360 0.01 -0.02 0.01
H 0.605 -2.824 2.747 -0.01 0.00 0.00
H -2.313 -1.387 2.452 -0.04 -0.03 -0.01
H -4.661 -1.131 2.348 -0.01 0.00 0.00
H -5.364 -0.244 1.049 -0.01 -0.01 0.00
H 2.735 -1.862 1.863 0.00 -0.01 -0.01
H 4.526 -1.698 0.150 -0.01 -0.02 -0.01
H 3.953 -0.855 -2.124 0.00 0.03 0.00
H 1.629 -0.061 -2.558 0.02 0.05 0.02
C 0.413 3.197 -1.232 0.01 0.01 0.03
C 0.008 2.621 -2.559 -0.09 -0.01 -0.01
O -0.861 1.438 -2.361 0.09 0.07 -0.14
H 1.198 3.933 -1.406 -0.04 0.05 0.02
H 0.824 2.437 -0.565 0.05 -0.02 -0.04
H -0.418 3.694 -0.734 -0.02 -0.03 0.00
H 0.863 2.306 -3.156 0.01 -0.04 0.03
H -0.593 3.324 -3.132 0.06 0.02 -0.04
H -1.177 1.113 -3.213 -0.06 -0.06 0.04
```
Forces are in eV/Å.

Results
* HOMO level: -15.659 eV
* total charge: +2
* maximum force: 1.13 eV/A
* LUMO level: -0.2814 Ha

Here is what Mulliken gives for the atomic charges, in e: number 1, Pt, carries 0.5956; number 2, C, carries -1.5260; number 3, C, carries 0.9531; number 4, N, carries -0.0697; number 5, N, carries -0.4029; number 6, C, carries 0.7706; number 7, N, carries -0.3429; number 8, S, carries -0.3731; number 9, C, carries 0.5766; number 10, C, carries -0.4347; number 11, C, carries -0.5467; number 12, C, carries -0.6744; number 13, C, carries -0.0567; number 14, N, carries -0.3754; number 15, H, carries 0.4034; number 16, H, carries 0.3835; number 17, H, carries 0.4075; number 18, H, carries 0.1848; number 19, H, carries 0.2167; number 20, H, carries 0.2278; number 21, H, carries 0.3946; number 22, H, carries 0.4578; number 23, H, carries 0.4222; number 24, H, carries 0.4878; number 25, C, carries -1.1023; number 26, C, carries -0.1086; number 27, O, carries -0.3668; number 28, H, carries 0.3712; number 29, H, carries 0.2483; number 30, H, carries 0.3135; number 31, H, carries 0.3022; number 32, H, carries 0.3565; number 33, H, carries 0.3065